Entry 1:
Computed, not measured: a cluster of 3 separate species, C28H61BF3INO15P3S in total in a non-equilibrium geometry, with the ωB97M-V functional and the def2-TZVPD basis.

```
! RIJCOSX wB97M-V def2-TZVPD def2/J DEFGRID3
* xyz 0 1
C 1.098 6.818 1.877
O -0.253 6.481 1.384
C -0.210 5.526 0.266
C -1.197 4.228 0.413
C -1.624 3.841 1.947
C -0.716 2.626 2.618
C 0.903 2.876 2.527
C 1.598 1.359 2.637
C 2.442 1.152 1.248
C 2.645 -0.448 0.963
C 2.552 -0.679 -0.651
C 3.513 -1.923 -1.226
C 2.619 -3.280 -0.819
C 2.827 -3.804 0.709
C 1.336 -4.038 1.433
C 0.384 -5.109 0.640
C -0.960 -4.245 0.149
N -1.823 -3.797 1.341
O 4.771 -2.081 -0.500
S 5.785 -0.740 -0.498
O 7.096 -1.090 0.289
O 6.369 -0.347 -2.090
C 5.229 0.446 -2.616
C 5.935 1.700 -3.467
F 7.317 1.890 -2.967
F 6.020 1.467 -4.921
F 5.184 2.964 -3.162
C 4.132 -0.407 -3.478
P 2.799 0.847 -4.008
O 1.250 0.623 -3.263
I 2.340 0.399 -6.438
C 3.653 -1.833 -2.873
C 2.202 -2.382 -3.515
B 4.711 -2.970 -3.512
O 5.687 -3.774 -2.785
O 4.611 -3.227 -4.993
C 4.274 -4.640 -5.247
H 1.064 7.960 2.185
H 1.950 6.717 1.081
H 1.314 6.209 2.872
H 0.884 5.160 -0.018
H -0.587 6.124 -0.695
H -0.584 3.295 -0.006
H -2.140 4.322 -0.299
H -1.691 4.743 2.691
H -2.730 3.395 1.881
H -1.046 2.566 3.748
H -1.082 1.629 2.094
H 1.252 3.443 1.553
H 1.218 3.441 3.521
H 2.338 1.289 3.554
H 0.737 0.563 2.656
H 1.761 1.569 0.366
H 3.461 1.727 1.207
H 3.662 -0.767 1.461
H 1.800 -1.022 1.580
H 2.768 0.347 -1.165
H 1.404 -0.913 -0.884
H 1.447 -3.086 -0.944
H 2.852 -4.202 -1.520
H 3.328 -4.888 0.727
H 3.393 -3.090 1.437
H 1.543 -4.307 2.566
H 0.811 -2.977 1.440
H -0.045 -5.895 1.424
H 0.881 -5.633 -0.283
H -0.659 -3.232 -0.402
H -1.613 -4.838 -0.639
H -2.625 -3.275 0.876
H -1.326 -3.029 1.880
H 4.777 0.994 -1.655
H 4.698 -0.671 -4.501
H 1.127 1.226 -2.454
H 2.266 -3.573 -3.562
H 2.035 -2.033 -4.619
H 1.272 -2.002 -2.900
H 6.476 -4.028 -3.383
H 4.083 -5.235 -4.243
H 5.131 -5.109 -5.907
H 3.284 -4.620 -5.912
C -5.299 -3.759 4.776
O -5.311 -2.354 4.955
P -3.800 -1.588 4.605
O -3.249 -2.136 5.930
O -4.478 -0.105 4.846
C -5.337 0.109 5.950
O -2.288 -0.822 4.255
C -1.542 -0.256 5.320
H -6.332 -4.115 4.737
H -4.797 -4.020 3.841
H -4.793 -4.239 5.618
H -5.066 -0.514 6.806
H -6.368 -0.095 5.653
H -5.267 1.158 6.250
H -0.990 -1.039 5.847
H -2.187 0.291 6.014
H -0.817 0.444 4.895
C -7.236 4.637 -2.538
O -6.776 3.420 -1.978
P -5.174 2.983 -2.465
O -5.733 2.585 -3.839
O -5.202 1.686 -1.447
C -6.354 0.867 -1.377
O -3.573 2.547 -2.951
C -3.394 1.423 -3.798
H -8.108 4.974 -1.972
H -6.456 5.401 -2.479
H -7.530 4.483 -3.579
H -6.885 0.825 -2.332
H -7.021 1.243 -0.598
H -6.046 -0.147 -1.107
H -3.602 1.699 -4.835
H -4.028 0.586 -3.490
H -2.348 1.108 -3.733
*
```

Values from the calculation:
lowest unoccupied orbital energy	-3.1	eV
max |F|	9.88	eV/Å

Entry 2:
Computed, not measured: a structure of composition C28H61BrI2N4O4P, with the ωB97M-V functional and the def2-TZVPD basis.

```
! RIJCOSX wB97M-V def2-TZVPD def2/J DEFGRID3
* xyz 1 1
C 3.785 -2.729 0.867
C 5.197 -2.555 0.312
C 5.338 -2.876 -1.189
C 5.464 -1.663 -2.117
C 4.424 -0.552 -1.896
C 4.960 0.717 -1.230
C 3.897 1.825 -1.177
C 3.135 1.897 0.161
C 1.620 1.744 0.014
C 0.804 2.252 1.204
C 0.675 1.305 2.413
C 0.421 -0.175 2.124
C -1.004 -0.490 1.641
C -1.174 -0.411 0.122
C -0.549 -1.602 -0.591
C -0.853 -1.775 -2.077
N -2.306 -1.929 -2.358
C -2.998 -3.054 -1.661
C -3.673 -2.820 -0.300
C -4.552 -4.062 -0.043
C -4.479 -1.517 -0.198
C -2.890 -1.581 -3.533
N -4.094 -0.899 -3.510
C -4.138 0.551 -3.763
I -2.836 1.632 -2.492
C -5.580 1.046 -3.723
C -5.744 2.360 -4.482
I -6.332 1.253 -1.735
N -2.434 -2.021 -4.722
Br -3.333 -1.492 -6.280
P -0.964 -3.007 -5.019
O 0.211 -2.196 -4.839
O -1.201 -3.538 -6.473
O -1.158 -4.216 -4.030
H 3.739 -2.486 1.930
H 3.065 -2.085 0.354
H 3.450 -3.762 0.745
H 5.863 -3.211 0.878
H 5.552 -1.540 0.507
H 6.227 -3.496 -1.329
H 4.486 -3.488 -1.505
H 6.471 -1.243 -2.017
H 5.391 -2.020 -3.147
H 3.600 -0.954 -1.296
H 3.980 -0.258 -2.851
H 5.296 0.491 -0.215
H 5.835 1.055 -1.792
H 3.170 1.628 -1.973
H 4.343 2.792 -1.416
H 3.498 1.078 0.793
H 3.361 2.828 0.687
H 1.418 0.687 -0.186
H 1.300 2.282 -0.887
H -0.187 2.577 0.873
H 1.296 3.157 1.574
H 1.545 1.417 3.063
H -0.168 1.667 3.009
H 1.151 -0.572 1.411
H 0.597 -0.724 3.052
H -1.265 -1.504 1.968
H -1.707 0.196 2.121
H -0.679 0.497 -0.232
H -2.221 -0.299 -0.157
H 0.541 -1.520 -0.551
H -0.813 -2.524 -0.064
H -0.315 -2.672 -2.382
H -0.465 -0.960 -2.685
H -2.222 -3.814 -1.547
H -3.744 -3.475 -2.344
H -2.916 -2.819 0.486
H -4.538 -4.356 1.005
H -5.584 -3.880 -0.346
H -4.204 -4.931 -0.613
H -5.536 -1.716 -0.018
H -4.397 -0.911 -1.097
H -4.125 -0.893 0.623
H -4.781 -1.345 -4.114
H -3.750 0.785 -4.756
H -6.221 0.270 -4.146
H -5.547 3.220 -3.844
H -6.767 2.457 -4.844
H -5.074 2.401 -5.344
H -1.995 -4.050 -6.680
H -1.681 -4.972 -4.333
C 1.239 5.108 7.489
C 2.013 4.043 6.720
C 1.800 4.093 5.203
O 0.557 3.581 4.759
C -0.535 4.476 4.831
N 1.715 2.730 7.293
H 0.184 4.845 7.576
H 1.635 5.197 8.499
H 1.312 6.083 7.004
H 3.081 4.229 6.878
H 2.556 3.458 4.731
H 1.942 5.114 4.823
H -0.218 5.504 4.629
H -1.034 4.447 5.803
H -1.252 4.173 4.068
H 2.319 2.025 6.883
H 0.772 2.467 7.020
*
```

Values from the calculation:
lowest unoccupied orbital energy	-4.2	eV
max |F|	0.83	eV/Å